Molecular formula: C8H10ClNO
Method: DFT, wB97M-V/def2-TZVPD

For the max |F|, the calculation gives 0.0831 Eh/bohr. Its multiplicity is 1. The total charge is 0. As for the HOMO-LUMO gap (spin up / spin down): 7.6578 / 7.8386 eV. The energy above the lowest of the compared OMol25 structures with the same formula, charge and spin comes out at 72.0 kcal/mol.

```
21
Properties=species:S:1:pos:R:3:forces:R:3:nbo_charge:R:1
C 2.1113 -1.2787 -0.1468 0.7 0.6 0.0 0.20
C -1.2212 -0.1404 0.7163 0.4 0.1 -1.1 0.42
C -1.1477 1.2537 -0.0092 -2.2 -0.5 0.7 -0.49
C -0.5007 1.0693 -1.3967 -0.7 -1.7 1.7 -0.38
C 0.9468 0.6162 -1.3546 -0.1 -0.7 3.4 -0.44
C 1.1181 -0.8325 -0.9282 -0.8 2.9 0.1 -0.17
C -0.0895 -0.6222 1.4750 1.7 0.9 1.9 0.08
C 0.0752 -1.9921 2.0672 2.3 0.8 -3.5 -0.71
N 2.9824 -1.5024 0.5556 1.9 -0.9 1.5 -0.30
O -2.0661 -0.9957 0.4939 -0.7 0.6 -0.3 -0.54
Cl 0.9593 0.5575 2.2918 -0.6 -0.4 -0.7 -0.01
H -2.2353 1.6376 -0.1218 1.7 -0.8 0.1 0.24
H -0.6544 2.0048 0.6269 0.2 -0.4 -0.4 0.23
H -1.1716 0.5126 -2.0665 0.4 -0.3 0.3 0.22
H -0.4013 1.9906 -1.8056 -0.2 3.1 -1.4 0.21
H 1.2333 0.7224 -2.3601 1.4 0.3 -1.2 0.23
H 1.4842 1.2423 -0.5337 -0.5 -0.7 -2.0 0.23
H 0.6928 -1.5363 -1.5169 -1.8 -2.2 -1.7 0.21
H -0.2207 -2.0947 3.0515 -0.3 0.1 2.2 0.24
H 1.1973 -2.3005 1.8692 -2.2 0.4 0.7 0.26
H -0.6007 -2.5286 1.4480 -0.4 -1.3 -0.4 0.25
```
Forces are in eV/Å.